Record 1
Entry from OMol25: a 16-piece molecular cluster, C31H99N5O16 overall (ωB97M-V/def2-TZVPD).

Geometry (Å):
C1 1.51 0.89 -3.37
O1 1.62 2.00 -4.31
H1 2.19 1.14 -2.56
H2 0.49 0.92 -2.97
H3 1.85 -0.01 -3.87
H4 0.95 2.64 -4.07
C2 4.69 -3.51 4.28
O2 4.07 -3.82 3.00
H5 5.62 -2.96 4.12
H6 4.00 -3.08 5.01
H7 4.97 -4.49 4.67
H8 3.43 -3.12 2.90
C3 -2.50 2.08 3.13
O3 -2.80 2.66 4.43
H9 -3.41 1.81 2.58
H10 -1.92 2.74 2.48
H11 -1.84 1.25 3.38
H12 -3.47 2.09 4.79
C4 -0.32 -0.13 0.69
O4 0.98 -0.65 0.74
H13 -0.74 0.17 1.65
H14 -0.47 0.44 -0.23
H15 -0.98 -0.98 0.50
H16 1.18 -0.84 1.66
C5 -0.44 -3.34 -2.43
O5 0.32 -4.54 -2.40
H17 -1.27 -3.33 -1.73
H18 0.11 -2.42 -2.20
H19 -0.79 -3.27 -3.47
H20 0.38 -4.70 -1.46
C6 3.14 -3.17 -3.84
O6 4.41 -2.91 -4.43
H21 2.26 -3.08 -4.48
H22 3.20 -4.21 -3.54
H23 2.75 -2.47 -3.09
H24 4.45 -1.95 -4.47
C7 5.52 0.69 5.79
O7 4.37 -0.12 5.35
H25 5.94 0.50 6.78
H26 6.24 0.45 5.00
H27 5.38 1.76 5.66
H28 4.48 -0.39 4.44
C8 1.96 -5.10 0.24
O8 0.76 -5.76 -0.01
H29 2.78 -5.49 -0.36
H30 1.86 -4.02 0.33
H31 2.17 -5.34 1.28
H32 0.96 -6.70 -0.10
C9 -4.48 -2.22 -0.58
O9 -5.36 -1.88 0.44
H33 -5.01 -1.94 -1.49
H34 -3.46 -1.86 -0.45
H35 -4.54 -3.31 -0.64
H36 -6.26 -2.12 0.20
C10 0.45 -2.18 3.81
O10 1.58 -1.48 3.57
H37 0.36 -2.65 2.83
H38 0.55 -2.99 4.54
H39 -0.43 -1.56 3.99
H40 1.70 -0.85 4.29
C11 4.58 0.60 0.15
O11 6.04 0.75 0.17
H41 4.24 0.23 -0.82
H42 4.41 -0.20 0.87
H43 4.07 1.48 0.54
H44 6.40 -0.14 0.08
C12 -2.02 1.99 -7.58
C13 -2.64 1.09 -6.53
C14 -1.55 0.26 -5.72
O12 -1.93 -1.08 -5.43
C15 -3.11 -1.37 -4.64
N1 -3.38 1.93 -5.55
H45 -2.68 2.19 -8.43
H46 -1.22 1.56 -8.18
H47 -1.60 2.90 -7.14
H48 -3.39 0.46 -7.02
H49 -1.26 0.78 -4.80
H50 -0.67 0.19 -6.36
H51 -3.02 -2.25 -4.00
H52 -3.89 -1.55 -5.38
H53 -3.37 -0.57 -3.95
H54 -3.82 1.23 -4.98
H55 -4.18 2.30 -6.05
C16 0.23 6.54 0.60
C17 0.15 4.98 0.63
C18 1.51 4.32 0.19
O13 2.02 4.67 -1.15
C19 3.28 4.00 -1.50
N2 -0.21 4.49 1.91
H56 0.78 7.04 1.39
H57 -0.77 6.97 0.51
H58 0.75 6.78 -0.34
H59 -0.53 4.70 -0.18
H60 1.40 3.24 0.31
H61 2.32 4.46 0.89
H62 4.00 4.50 -0.84
H63 3.61 4.26 -2.50
H64 3.23 2.93 -1.28
H65 -1.04 4.92 2.29
H66 0.57 4.71 2.53
C20 -4.17 -6.64 1.90
C21 -2.75 -6.81 1.40
C22 -2.60 -7.58 0.06
O14 -3.59 -7.04 -0.88
C23 -3.24 -5.82 -1.52
N3 -2.07 -5.55 1.47
H67 -4.26 -5.91 2.70
H68 -4.61 -7.52 2.37
H69 -4.70 -6.13 1.09
H70 -2.17 -7.35 2.15
H71 -2.89 -8.60 0.34
H72 -1.55 -7.53 -0.24
H73 -3.98 -5.75 -2.32
H74 -2.32 -5.86 -2.10
H75 -3.22 -5.06 -0.74
H76 -1.85 -5.23 2.40
H77 -1.19 -5.41 1.01
C24 1.19 1.35 4.92
C25 0.93 0.70 6.29
C26 -0.63 0.52 6.59
O15 -0.84 0.23 7.91
C27 -2.10 0.40 8.53
N4 1.64 -0.54 6.28
H78 0.73 0.64 4.23
H79 2.25 1.45 4.69
H80 0.76 2.35 4.97
H81 1.23 1.33 7.12
H82 -1.09 -0.15 5.88
H83 -1.15 1.46 6.44
H84 -2.80 -0.33 8.10
H85 -2.45 1.40 8.30
H86 -2.03 0.18 9.59
H87 1.45 -0.97 7.18
H88 2.64 -0.51 6.12
C28 -1.46 5.87 -2.64
C29 -1.00 4.90 -3.69
C30 -0.20 5.74 -4.80
O16 -1.13 6.59 -5.52
C31 -0.46 7.59 -6.20
N5 -0.21 3.86 -3.04
H89 -0.56 6.35 -2.24
H90 -2.04 5.58 -1.76
H91 -2.02 6.73 -3.02
H92 -1.93 4.46 -4.04
H93 0.22 4.98 -5.46
H94 0.65 6.29 -4.39
H95 0.13 8.27 -5.58
H96 -1.10 8.32 -6.69
H97 0.08 7.09 -7.00
H98 -0.67 3.93 -2.14
H99 0.70 4.16 -2.73

The value obtained for the LUMO energy is 0.2783 eV. For the HOMO-LUMO gap, the calculation gives 8.76 eV. For the HOMO energy, the calculation gives -8.48 eV.

***

Record 2
Entry from OMol25: a 15-piece molecular cluster, C32H102N8O15 overall (ωB97M-V/def2-TZVPD).

Geometry (Å):
C1 2.11 18.03 -12.24
C2 0.94 18.39 -11.36
C3 1.34 18.77 -9.94
O1 1.96 17.65 -9.31
C4 1.10 16.53 -8.91
N1 0.28 19.52 -12.00
H1 2.88 18.76 -11.98
H2 1.92 18.06 -13.31
H3 2.49 17.04 -11.98
H4 0.15 17.64 -11.30
H5 0.53 19.19 -9.35
H6 1.98 19.65 -10.00
H7 0.86 16.02 -9.84
H8 0.15 16.83 -8.45
H9 1.63 15.79 -8.32
H10 0.96 20.19 -12.32
H11 -0.26 20.05 -11.33
C5 8.93 9.51 -3.05
C6 8.72 8.47 -2.04
C7 10.01 8.17 -1.29
O2 11.01 7.81 -2.24
C8 12.21 7.59 -1.62
N2 7.60 8.77 -1.23
H12 7.97 9.73 -3.53
H13 9.70 9.40 -3.81
H14 9.23 10.48 -2.64
H15 8.57 7.54 -2.59
H16 9.74 7.40 -0.57
H17 10.32 9.12 -0.87
H18 12.61 8.52 -1.24
H19 12.96 7.34 -2.37
H20 12.21 6.78 -0.88
H21 7.45 8.11 -0.48
H22 6.73 8.83 -1.74
C9 8.23 14.97 -0.85
C10 9.51 14.09 -0.64
C11 10.64 14.93 -0.10
O3 10.78 16.03 -0.96
C12 11.47 17.19 -0.52
N3 9.20 13.00 0.23
H23 7.88 15.45 0.07
H24 7.37 14.44 -1.26
H25 8.40 15.80 -1.53
H26 9.90 13.73 -1.59
H27 11.60 14.41 -0.06
H28 10.43 15.24 0.93
H29 10.90 17.59 0.32
H30 11.55 17.97 -1.27
H31 12.46 16.84 -0.24
H32 9.93 12.30 0.14
H33 8.34 12.57 -0.08
C13 3.50 10.77 -6.49
C14 3.15 12.03 -5.78
C15 4.34 12.51 -4.89
O4 4.44 11.80 -3.66
C16 5.59 12.06 -2.89
N4 2.96 12.94 -6.90
H34 4.29 10.82 -7.24
H35 2.68 10.34 -7.06
H36 3.80 9.95 -5.84
H37 2.21 11.92 -5.25
H38 4.00 13.50 -4.60
H39 5.34 12.56 -5.33
H40 5.66 11.43 -2.00
H41 5.69 13.12 -2.66
H42 6.44 11.87 -3.55
H43 2.56 13.80 -6.56
H44 3.75 13.15 -7.49
C17 8.32 17.88 -4.96
C18 6.84 17.50 -4.74
C19 6.62 16.04 -4.48
O5 7.40 15.35 -5.35
C20 7.91 14.12 -4.94
N5 6.26 18.24 -3.73
H45 8.94 17.55 -4.13
H46 8.47 18.96 -5.06
H47 8.77 17.31 -5.76
H48 6.41 17.69 -5.72
H49 5.60 15.65 -4.54
H50 6.96 15.74 -3.49
H51 8.62 14.23 -4.11
H52 8.55 13.70 -5.72
H53 7.18 13.33 -4.81
H54 5.26 18.13 -3.82
H55 6.42 19.21 -3.97
C21 8.61 12.17 -8.41
C22 7.83 10.87 -8.57
C23 7.75 10.26 -7.13
O6 7.54 8.87 -7.09
C24 8.77 8.16 -7.36
N6 6.50 11.03 -9.12
H56 8.93 12.53 -9.39
H57 9.58 12.12 -7.92
H58 8.10 13.00 -7.92
H59 8.34 10.25 -9.31
H60 6.98 10.70 -6.50
H61 8.66 10.47 -6.57
H62 9.42 8.15 -6.48
H63 9.36 8.49 -8.21
H64 8.53 7.10 -7.47
H65 6.45 10.87 -10.12
H66 6.07 10.19 -8.76
C25 1.18 9.42 -0.86
C26 2.29 9.69 -1.84
C27 1.80 9.70 -3.30
O7 1.50 8.37 -3.73
C28 0.71 8.34 -4.89
N7 2.90 10.95 -1.46
H67 0.44 10.22 -0.84
H68 1.48 9.29 0.18
H69 0.75 8.46 -1.17
H70 3.06 8.93 -1.70
H71 2.60 10.03 -3.96
H72 0.90 10.31 -3.42
H73 1.01 7.47 -5.48
H74 1.00 9.18 -5.53
H75 -0.37 8.38 -4.75
H76 3.32 11.30 -2.31
H77 2.21 11.65 -1.20
C29 4.14 4.29 -2.71
C30 4.15 5.81 -2.94
C31 4.37 6.36 -4.45
O8 5.48 5.83 -5.22
C32 6.68 6.45 -4.82
N8 2.82 6.11 -2.45
H78 4.03 4.04 -1.66
H79 5.12 3.92 -3.04
H80 3.40 3.69 -3.25
H81 4.86 6.39 -2.36
H82 4.36 7.44 -4.32
H83 3.52 6.15 -5.09
H84 6.87 6.44 -3.75
H85 6.78 7.52 -4.99
H86 7.48 5.92 -5.34
H87 2.45 6.83 -3.06
H88 2.33 5.25 -2.66
O9 -0.37 14.56 -6.19
H89 -0.10 13.81 -6.72
H90 0.44 15.01 -5.97
O10 4.26 10.52 1.04
H91 3.51 10.79 0.52
H92 5.02 10.83 0.54
O11 7.13 10.86 0.65
H93 6.98 10.25 1.38
H94 7.35 10.29 -0.09
O12 5.13 13.34 -8.63
H95 5.72 14.02 -8.31
H96 5.69 12.58 -8.78
O13 2.04 15.72 -5.96
H97 2.78 16.16 -6.37
H98 1.91 16.17 -5.13
O14 0.39 12.18 -7.75
H99 0.41 12.02 -8.69
H100 1.29 12.43 -7.53
O15 3.12 13.64 -10.75
H101 3.68 13.58 -9.97
H102 3.72 13.88 -11.46

The value obtained for the LUMO energy (alpha / beta) is -2.3993 / -8.2547 eV. Its spin multiplicity is 2. Its net charge is +1. For the HOMO-LUMO gap (alpha / beta), the calculation gives 7.53 / 1.68 eV. For the HOMO energy (alpha / beta), the calculation gives -9.93 / -9.93 eV.

***

Calculated energy above the lowest of the compared OMol25 structures with the same formula, charge and spin in order - 5.606; 0.238 eV